(1)
C33H55NO24 | the ωB97M-V functional and the def2-TZVPD basis

Output
HOMO level: -9.4533 eV
ΔE to the lowest compared entry with this formula, charge and spin: 3.021 eV
maximum force: 8.9 eV Å⁻¹
calculated total energy: -85735.31257 eV
LUMO level: -0.049 eV

```
! RIJCOSX wB97M-V def2-TZVPD def2/J DEFGRID3
* xyz 0 1
C -19.2510 -14.0010 -14.8720
C -19.4080 -12.7510 -15.6430
C -18.2170 -11.8400 -15.5540
O -17.4180 -12.1200 -16.7310
C -18.1090 -12.8190 -17.5360
O -17.6220 -13.0410 -18.6420
O -19.3240 -13.1010 -17.0140
H -18.6870 -13.9250 -13.9210
H -18.7450 -14.8080 -15.5010
H -20.2280 -14.4610 -14.6100
H -20.3520 -12.2480 -15.2610
H -17.6380 -12.0140 -14.7100
H -18.5340 -10.8190 -15.5430
C -18.9590 -9.6800 -18.2080
C -18.6370 -8.3080 -18.7660
C -19.7100 -7.3280 -19.0350
O -19.4530 -6.1250 -18.3550
C -18.2250 -6.3220 -17.7570
O -17.7230 -5.4140 -17.1550
O -17.9050 -7.5560 -17.7660
H -18.0480 -10.2990 -18.3880
H -19.7820 -10.1360 -18.8230
H -19.2140 -9.7030 -17.1740
H -18.0530 -8.5590 -19.7100
H -20.7910 -7.6160 -18.8020
H -19.6950 -7.3020 -20.1600
C -19.3440 -17.6960 -12.9110
C -18.0710 -16.7940 -12.3800
C -17.9100 -16.6460 -10.8710
O -16.6360 -17.1610 -10.6960
C -16.0320 -17.3250 -11.8460
O -14.8550 -17.6720 -11.9080
O -16.8450 -17.2460 -12.8500
H -20.1250 -17.0860 -13.3370
H -19.7780 -18.1870 -12.0900
H -19.0530 -18.4910 -13.5950
H -18.1640 -15.7690 -12.7680
H -18.6810 -17.2130 -10.3780
H -17.8760 -15.6000 -10.5460
C -15.8020 -14.6300 -8.0700
C -15.0700 -13.7040 -9.0800
C -14.5360 -14.5820 -10.1900
O -15.5710 -14.4730 -11.1150
C -16.3500 -13.5170 -10.7810
O -17.2440 -13.0470 -11.5210
O -16.0020 -12.8840 -9.6880
H -16.2240 -14.1850 -7.2050
H -15.1310 -15.3320 -7.4860
H -16.6070 -15.3290 -8.4130
H -14.4350 -13.1180 -8.3550
H -14.2980 -15.5890 -9.9620
H -13.7540 -14.0940 -10.7570
C -21.4120 -16.7850 -8.6100
C -21.3140 -15.4040 -9.0450
C -19.9800 -14.7820 -8.9770
O -19.7120 -14.3280 -10.2690
C -20.7610 -14.6680 -11.0920
O -20.8210 -14.5000 -12.3210
O -21.6550 -15.2070 -10.4230
H -21.3440 -16.9450 -7.5390
H -20.8490 -17.4950 -9.1930
H -22.4630 -17.0140 -8.7860
H -22.1230 -14.7670 -8.4940
H -19.2850 -15.4330 -8.4850
H -20.2780 -14.0280 -8.1320
C -17.9480 -8.7060 -12.5700
O -17.5700 -8.9300 -13.9340
C -16.4290 -8.5180 -14.4390
O -15.5220 -7.6680 -13.7910
O -16.0360 -9.1620 -15.5290
C -14.9510 -8.6620 -16.1990
H -18.9640 -8.2960 -12.6050
H -17.4370 -7.8400 -12.2020
H -17.7840 -9.4490 -11.8450
H -14.2700 -7.9570 -15.6070
H -15.3330 -8.2920 -17.1880
H -14.3160 -9.5980 -16.4260
C -15.1650 -10.6330 -18.9760
O -13.8550 -9.9910 -18.7340
C -12.8070 -10.7560 -18.7680
O -12.7890 -12.0790 -19.1810
O -11.7150 -10.1240 -18.3120
C -10.4810 -10.7750 -18.0200
H -15.8540 -9.8800 -19.3780
H -15.6520 -10.9750 -18.0370
H -15.1580 -11.5170 -19.6630
H -10.2610 -11.2520 -19.0010
H -10.6300 -11.4080 -17.0750
H -9.6920 -10.1090 -17.8290
C -14.5880 -14.6920 -19.1460
O -14.9230 -14.0470 -17.8970
C -15.1880 -14.7320 -16.8020
O -15.0010 -16.1070 -16.7780
O -15.4900 -13.9740 -15.7030
C -15.8380 -14.6300 -14.5060
H -14.1210 -14.0890 -19.9090
H -15.4440 -15.1550 -19.5460
H -13.9090 -15.4770 -18.8810
H -16.7520 -15.1220 -14.7130
H -16.0180 -13.8540 -13.8070
H -15.1590 -15.3850 -14.1720
C -20.3040 -8.0230 -15.3230
C -21.2490 -7.0330 -14.6900
C -21.3620 -5.7420 -15.4130
C -22.0210 -5.8060 -16.6940
N -22.5950 -5.8440 -17.7080
H -19.3430 -7.5870 -15.2380
H -20.5130 -8.2150 -16.3950
H -20.3240 -8.9170 -14.7870
H -20.8290 -6.7580 -13.6960
H -22.1870 -7.4260 -14.4100
H -20.2880 -5.3380 -15.5710
H -21.8670 -5.0920 -14.7400
*
```

(2)
C33H55NO24 | the ωB97M-V functional and the def2-TZVPD basis

Output
HOMO level: -9.4226 eV
ΔE to the lowest compared entry with this formula, charge and spin: 4.548 eV
maximum force: 8.9 eV Å⁻¹
calculated total energy: -85733.78620 eV
LUMO level: -0.560 eV

```
! RIJCOSX wB97M-V def2-TZVPD def2/J DEFGRID3
* xyz 0 1
C -6.6101 -16.0059 -7.2121
C -5.3351 -16.0221 -6.3385
C -5.0734 -14.7447 -5.5613
O -4.6824 -15.2627 -4.3360
C -4.8274 -16.4887 -4.2794
O -4.6959 -17.0484 -3.1859
O -5.2847 -17.0346 -5.3479
H -7.5424 -16.1795 -6.7033
H -6.5395 -16.7853 -7.9533
H -6.6696 -15.1337 -7.7892
H -4.4474 -16.1397 -6.9717
H -5.9549 -14.0265 -5.4576
H -4.2451 -14.1827 -6.0509
C -5.3731 -20.5442 -4.9067
C -3.9722 -21.1800 -4.5593
C -3.0605 -20.1031 -3.9735
O -2.6228 -20.7411 -2.7593
C -3.2052 -21.8957 -2.5594
O -2.9650 -22.5957 -1.5334
O -4.0159 -22.1814 -3.5047
H -5.3728 -19.4786 -4.9425
H -5.9769 -20.5726 -4.0087
H -6.0039 -21.0107 -5.5994
H -3.5385 -21.6927 -5.4097
H -3.5400 -19.0903 -3.7856
H -2.2332 -20.0113 -4.6330
C 0.5349 -12.3027 -9.5685
C -0.8711 -12.3070 -9.2148
C -1.8543 -12.4261 -10.4429
O -2.2440 -13.8123 -10.3123
C -1.8078 -14.3369 -9.1907
O -2.0083 -15.5276 -8.7805
O -1.2004 -13.4241 -8.4264
H 0.9499 -11.5447 -10.3106
H 0.7684 -13.3308 -9.9661
H 1.0525 -12.1655 -8.6091
H -0.9897 -11.4098 -8.6095
H -1.4930 -12.1645 -11.3839
H -2.7435 -11.7797 -10.2013
C -2.9589 -18.6743 -7.1823
C -3.9007 -18.6476 -8.3776
C -3.4362 -19.4994 -9.5776
O -4.6693 -19.8492 -10.1753
C -5.5763 -19.9463 -9.1998
O -6.7295 -20.3643 -9.3814
O -5.0954 -19.3398 -8.0555
H -3.3305 -18.1933 -6.3145
H -2.1225 -18.0211 -7.4400
H -2.6692 -19.7250 -7.0583
H -3.9299 -17.6686 -8.8383
H -2.8342 -20.3623 -9.4329
H -2.8703 -18.8463 -10.2769
C 0.6645 -14.0435 -4.6215
C -0.7309 -14.5271 -4.5774
C -1.1283 -15.3305 -5.8601
O -1.6102 -16.6006 -5.5191
C -1.1529 -16.7898 -4.3678
O -0.9617 -17.9029 -3.9174
O -0.8440 -15.6927 -3.7575
H 0.8759 -13.4990 -3.6745
H 0.7541 -13.3347 -5.5256
H 1.3072 -14.8695 -4.7467
H -1.5565 -13.8031 -4.2950
H -0.3745 -15.3452 -6.6849
H -2.0901 -14.9488 -6.2769
C 3.5533 -14.2066 -8.3209
O 2.8898 -14.7872 -7.2433
C 2.5114 -16.0775 -7.2568
O 2.2850 -16.7172 -8.5254
O 2.2146 -16.7678 -6.0937
C 1.7081 -18.1333 -6.2108
H 3.4673 -13.2338 -8.0133
H 2.9798 -14.2649 -9.2205
H 4.5472 -14.5655 -8.6190
H 2.2462 -18.5617 -7.0678
H 0.6507 -18.0793 -6.4193
H 2.0107 -18.4904 -5.3011
C 0.2317 -20.1152 -9.3055
O -0.2889 -20.3956 -8.0040
C 0.5356 -20.9056 -7.0977
O 1.9218 -21.1119 -7.3980
O -0.0304 -21.0092 -5.8800
C 0.5756 -21.6855 -4.8428
H 1.0654 -19.4875 -9.4838
H -0.5884 -19.6984 -9.9524
H 0.4859 -21.1715 -9.7058
H -0.1647 -22.5120 -4.4799
H 0.5063 -21.0077 -4.0557
H 1.6184 -22.0092 -4.8508
C -8.0514 -18.8616 -6.7259
O -9.2094 -18.4055 -6.0613
C -9.4651 -18.8321 -4.8322
O -8.5211 -19.4902 -3.9659
O -10.6603 -18.5937 -4.4235
C -10.9454 -18.7464 -3.0573
H -8.2847 -19.9088 -6.9482
H -7.1651 -18.7306 -6.2099
H -8.0534 -18.3880 -7.7155
H -10.9372 -19.8300 -2.9030
H -11.9700 -18.3900 -2.7141
H -10.0926 -18.4652 -2.3827
C -5.1411 -16.1351 -10.6525
C -5.5460 -14.8300 -11.4194
C -5.4952 -15.0170 -12.9808
C -6.2939 -16.1434 -13.5942
N -6.9811 -17.0059 -13.9453
H -5.6368 -16.2057 -9.7252
H -4.0844 -16.0099 -10.5788
H -5.2909 -17.0823 -11.1649
H -5.2336 -13.8139 -11.2018
H -6.6551 -14.7607 -11.3693
H -4.3833 -15.1056 -13.2729
H -5.7851 -14.1001 -13.4824
*
```

(3)
C33H55NiO2P | the ωB97M-V functional and the def2-TZVPD basis

Output
HOMO level (spin up / spin down): -14.6239 / -14.7951 eV
maximum force: 0.8 eV Å⁻¹
calculated total energy: -89527.16469 eV
LUMO level (spin up / spin down): -5.227 / -7.234 eV

```
! RIJCOSX wB97M-V def2-TZVPD def2/J DEFGRID3
* xyz 2 3
Ni -0.2940 0.9795 0.1716
C -0.8915 0.4733 3.2036
O -0.4624 1.3613 2.1396
C -0.8439 2.7356 2.3547
C 0.0359 3.5725 1.5038
O -0.0831 3.0529 0.1678
C 0.4735 3.9253 -0.8431
H -1.9813 0.4356 3.2400
H -0.4943 0.8401 4.1452
H -0.4824 -0.5033 2.9897
H -0.7135 2.9939 3.4034
H -1.8940 2.8657 2.0896
H 1.0793 3.5212 1.8122
H -0.3009 4.6075 1.5380
H -0.0535 4.8767 -0.8295
H 0.3392 3.4428 -1.8058
H 1.5336 4.0755 -0.6456
C 4.7535 0.5532 2.9717
C 3.4544 1.3027 2.6475
C 2.6079 1.5248 3.9030
C 2.6672 0.5786 1.5773
C 2.4932 1.1327 0.3255
C 1.8543 0.4672 -0.7222
C 2.2283 1.0243 -2.1123
C 3.6757 0.5664 -2.3804
C 1.3933 0.7226 -3.3550
C 1.1733 -0.7474 -0.4386
C 1.4727 -1.3993 0.8045
C 2.1953 -0.7172 1.7688
C 1.2565 -2.8953 1.0093
C 0.8860 -3.3072 2.4398
C 2.5636 -3.6082 0.6166
C 0.4295 -1.4760 -1.5503
C 1.1584 -2.3657 -2.3369
C 0.5919 -2.9957 -3.4357
C -0.7251 -2.7280 -3.7871
C -1.4762 -1.8708 -3.0028
C -0.9345 -1.2468 -1.8734
P -2.0060 -0.2569 -0.7796
C -3.0200 1.0215 -1.7149
C -3.4393 2.1532 -0.7513
C -2.1183 1.6421 -2.7758
C -4.2878 0.4905 -2.3915
C -3.1060 -1.4159 0.1597
C -2.1850 -2.2716 1.0179
C -3.9268 -2.3495 -0.7360
C -4.0281 -0.5975 1.0761
H 5.3741 1.1530 3.6439
H 5.3355 0.3414 2.0706
H 4.5434 -0.3982 3.4741
H 3.7267 2.2808 2.2421
H 2.2856 0.5702 4.3347
H 1.7155 2.1262 3.6937
H 3.1872 2.0482 4.6655
H 2.9660 2.0877 0.1061
H 2.2567 2.1078 -1.9870
H 3.7194 -0.5254 -2.4668
H 4.3649 0.8741 -1.5907
H 4.0268 0.9885 -3.3257
H 1.5382 -0.2985 -3.7109
H 1.7245 1.3917 -4.1527
H 0.3318 0.8757 -3.2184
H 2.4229 -1.2294 2.7008
H 0.4902 -3.2366 0.3212
H 1.7638 -3.2869 3.0945
H 0.5131 -4.3344 2.4434
H 0.1179 -2.6824 2.8930
H 3.3895 -3.2615 1.2455
H 2.8390 -3.4393 -0.4254
H 2.4571 -4.6852 0.7630
H 2.2030 -2.5430 -2.1015
H 1.1841 -3.6827 -4.0307
H -1.1676 -3.1946 -4.6604
H -2.5064 -1.6839 -3.2772
H -2.6032 2.6116 -0.2266
H -4.1643 1.8337 -0.0068
H -3.9039 2.9485 -1.3425
H -1.1876 2.0352 -2.3607
H -2.6373 2.4915 -3.2264
H -1.8640 0.9377 -3.5649
H -5.0469 0.1884 -1.6722
H -4.0947 -0.3410 -3.0695
H -4.7181 1.3005 -2.9886
H -1.5816 -2.9412 0.4072
H -2.7992 -2.8860 1.6840
H -1.5263 -1.6616 1.6377
H -3.2923 -2.9866 -1.3527
H -4.6462 -1.8384 -1.3686
H -4.4910 -3.0131 -0.0713
H -3.4805 0.1334 1.6802
H -4.5258 -1.2866 1.7640
H -4.8090 -0.0763 0.5239
*
```

(4)
C33H56AsN8O5PSY | the ωB97M-V functional and the def2-TZVPD basis

Output
HOMO level: -13.5204 eV
maximum force: 5.0 eV Å⁻¹
calculated total energy: -139272.51121 eV
LUMO level: -6.487 eV

```
! RIJCOSX wB97M-V def2-TZVPD def2/J DEFGRID3
* xyz 3 1
Y -8.3415 4.5530 20.1011
C -11.2852 3.3635 12.1104
C -11.3827 4.7526 11.8605
C -12.3775 5.5380 12.4928
C -13.0544 5.0215 13.5764
C -12.9657 3.6295 13.8274
C -12.0765 2.8205 13.0984
H -10.5180 2.7764 11.6507
H -10.6214 5.1920 11.2339
H -12.5671 6.5876 12.2944
H -13.5611 5.6806 14.2148
H -13.6445 3.1498 14.5575
H -12.0206 1.7793 13.3834
N -5.2534 5.3483 14.3668
C -5.9574 5.1611 15.5057
C -5.8553 6.0773 16.6382
C -6.2705 5.6200 17.8908
N -7.0074 4.4725 18.0616
C -7.2872 3.7499 16.9257
C -6.7405 4.0143 15.6782
H -4.8496 6.2837 14.1573
H -5.5027 4.7544 13.6049
H -5.2498 7.0188 16.6081
H -5.9459 6.0993 18.7835
H -7.9936 2.8476 17.0850
H -6.7012 3.3979 14.7734
O -8.4097 6.2739 21.6052
C -9.3488 6.8286 20.8747
O -9.8017 6.2129 19.8341
C -9.9266 8.1273 21.2943
C -9.5123 8.6827 22.5246
C -9.9116 9.8829 22.9769
C -10.7956 10.6219 22.1552
C -11.1859 10.1732 20.8773
C -10.7551 8.8835 20.4599
N -11.5414 11.7024 22.6807
O -12.5701 12.0060 22.0461
O -11.2317 12.2423 23.7964
H -8.7938 8.1263 23.0473
H -9.6237 10.2915 23.9518
H -11.8891 10.8058 20.3598
H -11.0260 8.4403 19.5139
C -5.3176 6.3181 22.2107
As -5.0199 4.4601 22.4527
C -5.6958 3.9070 24.2149
C -3.1153 3.9268 22.0248
S -6.3718 3.2864 21.1993
H -6.4316 6.5964 22.2835
H -4.9467 6.7459 21.3101
H -4.7738 6.8538 23.0011
H -5.3263 2.9082 24.4197
H -6.8092 3.9184 24.1930
H -5.2896 4.6456 24.9265
H -2.8787 3.1724 22.7451
H -2.5304 4.8563 22.1946
H -3.1760 3.5752 20.9406
C -11.5045 1.5694 22.8492
N -10.7356 1.3275 21.6387
C -9.3981 0.7580 21.9113
P -10.9434 2.0918 20.1958
O -9.9372 3.2508 20.0609
N -12.4181 2.8087 19.9933
C -12.6077 4.2529 19.7941
C -13.5608 1.9029 19.7453
N -10.7281 1.0093 18.9517
C -10.7950 -0.4425 19.1883
C -10.7030 1.4330 17.5612
H -12.1295 0.6962 23.1856
H -12.2129 2.3262 22.7131
H -10.8492 1.9151 23.7172
H -8.7654 1.6059 22.2341
H -9.0167 0.3140 20.9744
H -9.5097 -0.0471 22.7102
H -13.4022 4.2545 19.0116
H -11.7425 4.6790 19.3091
H -12.8955 4.7511 20.6770
H -13.1824 0.9029 19.8281
H -13.9469 1.9933 18.7045
H -14.3826 2.0378 20.4667
H -10.7665 -0.5382 20.3076
H -9.8407 -0.8465 18.7268
H -11.6686 -0.9521 18.6873
H -10.9170 2.5430 17.5860
H -11.4674 0.8704 17.0063
H -9.7546 1.2933 16.9757
C -2.7607 -0.8074 18.1398
C -3.1512 -0.0583 16.8625
N -2.5405 -0.6998 15.6577
C -3.0420 -2.0675 15.5957
C -2.6373 -2.9026 16.7999
N -1.8935 -1.9696 17.7551
C -0.6437 -1.4469 17.1111
C -1.0642 -0.6912 15.8272
H -3.5817 -1.2428 18.7265
H -2.2402 -0.1070 18.8139
H -2.8082 0.9881 16.9542
H -4.2468 -0.1815 16.8252
H -2.6678 -2.4034 14.6340
H -4.1188 -1.9354 15.4349
H -1.8547 -3.6604 16.5302
H -3.4312 -3.4353 17.3890
H -1.6229 -2.5159 18.6088
H 0.0313 -2.2917 16.9262
H -0.1216 -0.7914 17.8210
H -0.7415 -1.1676 14.8658
H -0.7224 0.3458 15.8055
*
```

> What is the calculated total energy in the first record?

-85735.31257 eV